Run 1
# C5H11NO2

One molecule with the formula C5H11NO2 (ωB97M-V/def2-TZVPD, the Open Molecules 2025 dataset).

Summary:
HOMO level (alpha / beta)   -8.47 / -8.47 eV
2S+1   1
LUMO (alpha / beta)   -0.34 / -0.34 eV
Charge   0
Gap between HOMO and LUMO (alpha / beta)   8.129 / 8.124 eV

Last columns: bonded neighbours and bond lengths (Å).
Element x y z (Å)
1 C 0.87686 0.07187 0.28075  C3 1.477, C4 1.463, C5 1.483
2 C -1.29396 0.47525 -0.87014  C5 1.575, N6 1.454, H12 1.091, H13 1.100
3 C 1.80120 0.15227 -0.86859  C1 1.477, H15 1.092, H16 1.097, H17 1.087
4 C 1.02045 -1.05058 1.20782  C1 1.463, H14 1.091, H18 1.110, H19 1.089
5 C -0.36439 0.88086 0.33484  C1 1.483, C2 1.575, O7 1.452, O8 1.319
6 N -1.78803 -0.88559 -0.73165  C2 1.454, H10 1.014, H11 1.013
7 O -1.14738 0.63487 1.53236  C5 1.452, H9 0.966
8 O 0.29155 2.02447 0.30994  C5 1.319
9 H -1.02538 1.45158 2.03328  O7 0.966
10 H -2.38279 -0.94955 0.08658  N6 1.014
11 H -2.32941 -1.17100 -1.53871  N6 1.013
12 H -0.76714 0.58544 -1.81905  C2 1.091
13 H -2.04945 1.27346 -0.82320  C2 1.100
14 H 0.62315 -0.80819 2.19477  C4 1.091
15 H 1.91523 -0.81136 -1.36921  C3 1.092
16 H 2.77851 0.43425 -0.45742  C3 1.097
17 H 1.51859 0.94013 -1.56212  C3 1.087
18 H 0.29808 -1.78110 0.78744  C4 1.110
19 H 2.02433 -1.46709 1.27230  C4 1.089

***

Run 2
# C5H11NO2

A 2-piece molecular cluster, C5H11NO2 overall (ωB97M-V/def2-TZVPD, the Open Molecules 2025 dataset).

Summary:
SMILES   [H]/N=C(\C)CO.CC=O
HOMO level   -10.00 eV
2S+1   1
LUMO   0.86 eV
Charge   0
Gap between HOMO and LUMO   10.864 eV

Last columns: bonded neighbours and bond lengths (Å).
Element x y z (Å)
1 C -2.23598 -0.98023 -0.67948  C3 1.506, O4 1.399, H8 1.100, H9 1.101
2 C -1.49280 1.39925 -0.10386  C3 1.499, H10 1.088, H11 1.090, H12 1.088
3 C -1.34653 -0.07377 0.12993  C1 1.506, C2 1.499, N5 1.260
4 O -2.04541 -2.32990 -0.36524  C1 1.399, H6 0.972
5 N -0.56488 -0.63230 0.94597  C3 1.260, H7 1.017
6 H -1.39303 -2.33798 0.35565  O4 0.972
7 H 0.02534 0.00347 1.47727  N5 1.017
8 H -2.03010 -0.82487 -1.74887  C1 1.100
9 H -3.28579 -0.70156 -0.50133  C1 1.101
10 H -1.62882 1.61383 -1.16141  C2 1.088
11 H -2.37122 1.76088 0.43013  C2 1.090
12 H -0.61801 1.92770 0.27006  C2 1.088
13 C 2.70819 -0.43776 -0.08797  C14 1.491, H17 1.087, H18 1.089, H19 1.089
14 C 2.68675 0.95722 0.43872  C13 1.491, O15 1.200, H16 1.108
15 O 1.76486 1.47989 1.00208  C14 1.200
16 H 3.62902 1.51455 0.26758  C14 1.108
17 H 1.75832 -0.93765 0.08645  C13 1.087
18 H 3.51239 -0.98752 0.39831  C13 1.089
19 H 2.92770 -0.41323 -1.15398  C13 1.089

***

It is run 1 that is the least stable of them.